No. 1
Density functional theory data (ωB97M-V/def2-TZVPD) for C18H22FN3O3 in the gas phase.

Cartesian coordinates (Å):
C (-2.4297, 0.8012, 2.7237)
N (-1.1241, 0.4156, 2.2232)
C (-0.6920, -0.8603, 2.7713)
C (0.5292, -1.4386, 2.0537)
O (1.5920, -1.5612, 2.6399)
N (0.3296, -1.8972, 0.8047)
C (1.3964, -2.5978, 0.1192)
C (1.9887, -1.7557, -1.0173)
C (0.8519, -1.2028, -1.7961)
N (0.9280, -0.6565, -3.0497)
C (-0.3169, -0.2314, -3.4241)
C (-0.7452, 0.3814, -4.5932)
C (-2.0816, 0.7036, -4.7011)
C (-2.9540, 0.4113, -3.6527)
F (-4.2588, 0.7493, -3.8055)
C (-2.5616, -0.1972, -2.4842)
C (-1.2128, -0.5291, -2.3628)
C (-0.4351, -1.1480, -1.3443)
C (-0.8508, -1.6360, 0.0064)
C (-0.1216, 1.4552, 2.4013)
C (0.5877, 1.8072, 1.0759)
O (1.2946, 3.0181, 1.2058)
C (2.5785, 2.6786, 1.6938)
C (2.7401, 1.1851, 1.3352)
O (1.5337, 0.8603, 0.6699)
H (-3.1486, 0.0177, 2.4853)
H (-2.4424, 0.9650, 3.8112)
H (-2.7423, 1.7168, 2.2248)
H (-1.5137, -1.5767, 2.6846)
H (-0.4205, -0.7782, 3.8379)
H (0.9812, -3.5250, -0.2919)
H (2.1603, -2.8366, 0.8604)
H (2.5707, -0.9362, -0.5918)
H (2.6467, -2.3682, -1.6384)
H (1.7696, -0.5510, -3.5899)
H (-0.0563, 0.6020, -5.3944)
H (-2.4712, 1.1820, -5.5851)
H (-3.2735, -0.4026, -1.7014)
H (-1.4433, -2.5603, -0.0872)
H (-1.4549, -0.8691, 0.4901)
H (0.6334, 1.1522, 3.1363)
H (-0.5867, 2.3802, 2.7524)
H (-0.1543, 1.9099, 0.2756)
H (3.3058, 3.3186, 1.1906)
H (2.6387, 2.8433, 2.7760)
H (2.8710, 0.5538, 2.2211)
H (3.5642, 1.0073, 0.6409)

Atoms 1-2, force components in eV/Å:
0.03 -0.03 -0.05
0.10 -0.02 0.16

As for the structure (SMILES): CN(CC(=O)N1CCc2[nH]c3ccc(F)cc3c2C1)CC1OCCO1. Its frontier orbital gap is 8.629 eV. As for the LUMO energy: 0.74 eV. The total charge is 0.

---

No. 2
Density functional theory data (ωB97M-V/def2-TZVPD) for a gas-phase ion, C5H15N3 (charge -1).

Cartesian coordinates (Å):
C (0.8820, 1.0430, -0.1442)
N (-0.5578, 1.4258, -0.4691)
C (-0.8546, 2.7590, -0.9020)
C (0.8187, -0.4188, 0.5283)
C (2.2292, -0.8992, 0.9176)
N (-0.0781, -1.1859, -0.4706)
C (-1.0214, -2.1048, 0.1802)
N (-2.3410, -1.4304, 0.3837)
H (1.3238, 1.8078, 0.5919)
H (1.5194, 0.8031, -1.0945)
H (-0.9500, 0.9232, -1.1833)
H (-1.8485, 2.9150, -0.7235)
H (-0.1014, 3.4638, -0.4763)
H (-0.8051, 3.0169, -1.9792)
H (0.1592, -0.3551, 1.3904)
H (2.9387, -0.0526, 1.0064)
H (2.5999, -1.6433, 0.3282)
H (2.2414, -1.0835, 1.9788)
H (0.5702, -1.7268, -0.9537)
H (-1.1028, -2.9252, -0.5128)
H (-0.6297, -2.4832, 1.2426)
H (-2.3013, -0.6149, 0.9710)
H (-2.6909, -1.2340, -0.6098)

Atoms 1-2, force components in eV/Å:
-0.73 -1.37 -0.48
2.29 1.27 1.89

Its frontier orbital gap (spin up / spin down) is 2.301 / 8.908 eV. As for the LUMO energy (spin up / spin down): 3.66 / 3.53 eV. The multiplicity is 2. The total charge is -1.

---

No. 3
Density functional theory data (ωB97M-V/def2-TZVPD) for a molecular structure, C3H4NO6.

Cartesian coordinates (Å):
C (2.0102, -0.5941, 0.7519)
C (-0.7588, -0.1552, 0.1134)
C (0.6051, 0.0203, -0.4574)
N (0.9788, -0.7775, -1.5604)
O (2.9386, 0.0889, 0.4769)
O (1.6140, -1.5062, 1.4245)
O (0.5361, -1.9104, -1.5994)
O (1.8749, -0.2710, -2.3002)
O (-0.9285, -1.4236, 0.5625)
O (0.9310, 1.3560, -0.6275)
H (-0.8184, 0.5036, 0.9023)
H (-1.4610, 0.3124, -0.5602)
H (-0.1437, -1.4678, 1.1382)
H (1.7721, 1.3371, -0.9923)

Atoms 1-2, force components in eV/Å:
-1.87 0.49 -1.87
0.89 0.76 -1.63

Its frontier orbital gap is 8.088 eV. As for the LUMO energy: 3.90 eV. The total charge is -1.

---

No. 4
Density functional theory data (ωB97M-V/def2-TZVPD) for a molecular structure, C26H31N6PbSSe2.

Cartesian coordinates (Å):
Pb (-0.3719, -0.0939, 0.1822)
C (-0.0814, -1.2715, -3.2364)
C (-1.4675, -1.6700, -2.6689)
N (-1.3935, -2.1497, -1.2960)
C (-0.7979, -3.4773, -1.1669)
C (0.1814, -3.5762, 0.0210)
N (0.9380, -2.3533, 0.2766)
C (2.1757, -2.2166, -0.4775)
C (1.9024, -1.9996, -1.9658)
N (0.8918, -0.9711, -2.1925)
H (0.2934, -2.0658, -3.8918)
H (-0.2258, -0.3889, -3.8628)
H (-2.1130, -0.7879, -2.6765)
H (-1.9218, -2.4138, -3.3371)
H (-2.3181, -2.1275, -0.8815)
H (-1.5594, -4.2541, -1.0237)
H (-0.2842, -3.7119, -2.0995)
H (-0.3898, -3.8033, 0.9231)
H (0.8533, -4.4226, -0.1670)
H (1.1728, -2.3302, 1.2664)
H (2.7121, -1.3564, -0.0735)
H (2.8137, -3.1041, -0.3693)
H (2.8484, -1.7436, -2.4524)
H (1.5689, -2.9392, -2.4032)
H (1.3541, -0.1018, -2.4034)
C (1.6835, 2.2144, -1.7677)
C (2.2936, 2.1186, -0.4048)
C (3.4688, 2.8635, -0.1874)
C (4.0611, 2.8384, 1.0408)
C (3.4676, 2.0947, 2.0789)
C (4.0091, 2.0975, 3.3746)
C (3.3992, 1.3844, 4.3718)
C (2.2611, 0.6364, 4.0941)
C (1.7038, 0.5906, 2.8279)
S (0.2862, -0.4226, 2.6643)
C (2.2902, 1.3410, 1.7749)
N (1.7418, 1.3685, 0.5287)
H (1.5663, 3.2621, -2.0397)
H (0.7074, 1.7433, -1.7965)
H (2.3547, 1.7624, -2.4982)
H (3.8781, 3.4431, -1.0012)
H (4.9714, 3.3855, 1.2380)
H (4.8865, 2.6962, 3.5638)
H (3.7968, 1.3913, 5.3734)
H (1.7790, 0.0743, 4.8793)
Se (-3.8172, 0.8589, -1.3362)
Se (-4.4532, 1.2789, 0.8156)
C (-4.0302, -0.4113, 1.6310)
C (-5.0088, -0.9883, 2.4358)
C (-4.7514, -2.2212, 3.0033)
C (-3.5171, -2.8101, 2.7653)
C (-2.6072, -2.1391, 1.9688)
N (-2.8532, -0.9676, 1.3915)
C (-2.4265, 2.1892, -1.4558)
C (-2.2239, 2.9277, -2.6129)
C (-1.3721, 4.0177, -2.5384)
C (-0.7584, 4.3116, -1.3270)
C (-0.9520, 3.4468, -0.2617)
N (-1.7606, 2.3998, -0.3317)
H (-5.9485, -0.4766, 2.5890)
H (-5.4945, -2.7131, 3.6118)
H (-3.2677, -3.7713, 3.1850)
H (-1.6271, -2.5461, 1.7898)
H (-2.7314, 2.6554, -3.5255)
H (-1.2048, 4.6333, -3.4089)
H (-0.1388, 5.1849, -1.2093)
H (-0.4433, 3.5874, 0.6820)

Atoms 1-2, force components in eV/Å:
-0.43 0.00 -0.45
-0.27 -0.16 -0.03

Its frontier orbital gap is 7.374 eV. As for the LUMO energy: -2.52 eV. The total charge is +1.

---

No. 5
Density functional theory data (ωB97M-V/def2-TZVPD) for a molecular structure, C6H7HgO6.

Cartesian coordinates (Å):
O (0.1326, 0.2084, 1.5330)
O (-1.8062, -0.7480, 0.7420)
C (-2.6436, 0.3685, 0.4969)
C (-2.0061, 0.9861, -0.7409)
O (-0.6196, 0.7180, -0.5486)
C (-0.4810, -0.3696, 0.5140)
H (-3.6653, 0.0113, 0.3304)
H (-2.6322, 1.0610, 1.3527)
H (-2.1711, 2.0663, -0.8224)
H (-2.3479, 0.4883, -1.6596)
Hg (0.9034, 1.6079, 0.4582)
O (2.9056, 1.8602, 0.3414)
O (2.2414, -0.0649, -0.3420)
C (1.7079, -1.2997, -0.4226)
C (0.2762, -1.5488, -0.1221)
O (4.4449, 0.2301, -0.0866)
C (3.3458, 0.7292, -0.0345)
H (2.4865, -2.0533, -0.5330)
H (-0.2731, -1.8531, -1.0282)
H (0.2016, -2.3977, 0.5721)

Atoms 1-2, force components in eV/Å:
-2.49 -3.07 2.37
-0.06 -0.21 -0.15

Its frontier orbital gap (spin up / spin down) is 6.676 / 9.100 eV. As for the LUMO energy (spin up / spin down): -0.78 / -0.78 eV. The multiplicity is 2. The total charge is 0.

---

No. 6
Density functional theory data (ωB97M-V/def2-TZVPD) for C19H17ClN6O2 in the gas phase.

Cartesian coordinates (Å):
C (-6.9291, 5.7131, -2.4486)
C (-6.9227, 4.9672, -1.1816)
O (-7.9255, 4.9054, -0.4520)
C (-5.6751, 4.4244, -0.5901)
C (-5.5491, 3.5854, 0.4139)
C (-4.0786, 3.1365, 0.4821)
C (-3.3113, 2.1410, 1.2838)
O (-3.8998, 1.4672, 2.1241)
N (-1.9248, 2.1990, 1.2109)
C (-1.0010, 1.1108, 1.5181)
C (-1.0320, 0.6539, 3.0344)
C (-1.0869, -0.1201, 0.5588)
N (0.0868, -1.0139, 0.6755)
C (-0.0480, -2.2795, 1.1351)
C (1.1102, -2.9638, 0.9394)
C (1.9712, -1.9044, 0.4195)
C (3.3847, -2.1569, 0.0258)
C (3.8615, -3.4800, -0.2453)
C (5.1456, -3.6806, -0.8297)
C (6.0198, -2.6151, -1.0223)
C (7.3128, -2.8303, -1.4985)
N (8.3544, -3.1177, -1.8081)
C (5.5741, -1.3473, -0.6961)
Cl (6.6115, 0.0493, -0.9435)
C (4.2381, -1.1063, -0.2135)
N (1.3013, -0.8381, 0.1245)
N (-3.4094, 3.8679, -0.3485)
N (-4.3136, 4.4979, -1.0381)
H (-7.4872, 5.3699, -3.3261)
H (-5.9085, 5.7237, -2.7558)
H (-7.1939, 6.7686, -2.1377)
H (-6.2953, 3.2336, 1.1820)
H (-1.5646, 3.0615, 0.9657)
H (-0.0417, 1.4236, 1.1941)
H (-1.9059, 0.0106, 3.4228)
H (-0.0871, 0.2140, 3.3009)
H (-0.9804, 1.4931, 3.7241)
H (-2.0970, -0.6792, 0.6896)
H (-1.2054, 0.2440, -0.4150)
H (-0.8912, -2.5675, 1.6318)
H (1.3506, -3.8931, 1.3905)
H (3.2100, -4.2585, -0.4476)
H (5.4444, -4.6202, -1.2179)
H (3.8488, -0.0383, -0.1253)
H (-3.9581, 5.0486, -1.7986)

Atoms 1-2, force components in eV/Å:
0.46 1.50 -0.19
-2.46 -0.17 2.68

As for the structure (SMILES): CC(=O)c1cc(C(=O)N[C@@H](C)Cn2ccc(-c3ccc(C#N)c(Cl)c3)n2)n[nH]1. Its frontier orbital gap is 8.858 eV. As for the LUMO energy: -0.19 eV. The total charge is 0.

---

No. 7
Density functional theory data (ωB97M-V/def2-TZVPD) for C3H6N4 in the gas phase.

Cartesian coordinates (Å):
C (0.1931, 1.0808, -1.8920)
C (-0.0825, 0.1465, -0.6852)
N (-0.2353, 0.5472, 0.5457)
C (-0.1094, -0.5091, 1.3003)
N (-0.3013, -0.2440, 2.6629)
N (-0.0606, -1.6418, 0.6384)
N (-0.0656, -1.2063, -0.6814)
H (0.3616, 0.3675, -2.7904)
H (0.9899, 1.7421, -1.4477)
H (-0.6950, 1.8076, -2.2911)
H (0.1471, -0.9531, 3.3035)
H (0.1020, 0.5902, 2.9629)
H (-0.2441, -1.7276, -1.6259)

Atoms 1-2, force components in eV/Å:
-1.98 -0.32 -0.50
-1.05 0.42 -0.92

As for the structure (SMILES): Cc1nc(N)n[nH]1. Its frontier orbital gap is 9.620 eV. As for the LUMO energy: 0.83 eV. The total charge is 0.

---

No. 8
Density functional theory data (ωB97M-V/def2-TZVPD) for C3H7NO in the gas phase.

Cartesian coordinates (Å):
C (-0.0835, -1.8843, -0.1421)
N (-0.5918, -0.6401, 0.3692)
C (-0.0139, 0.5967, 0.1846)
C (0.6907, 0.8070, -1.1718)
O (-0.1286, 1.4899, 0.9856)
H (-0.0191, -2.6721, 0.6046)
H (-0.5412, -2.3445, -1.0317)
H (0.9102, -1.6819, -0.5447)
H (-1.3820, -0.6927, 0.9933)
H (0.9094, 1.8765, -1.0919)
H (0.0979, 0.5468, -2.0390)
H (1.6746, 0.3415, -1.1988)

Atoms 1-2, force components in eV/Å:
0.90 -0.20 -1.27
-0.64 -0.25 0.05

As for the structure (SMILES): CNC(C)=O. Its frontier orbital gap is 10.450 eV. As for the LUMO energy: 0.92 eV. The total charge is 0.